No. 1
Density functional theory data (the ωB97M-V functional and the def2-TZVPD basis) for a 10-piece molecular cluster, C15H49BFN18O12S overall at a distorted geometry.

Output
net charge = -1
gap between HOMO and LUMO = 5.0 eV
energy = -3012.8557 Eh
E_HOMO = -4.190 eV

Atoms and positions in Å:
C: 2.4478 -0.7740 -3.1281
C: 3.2972 -2.0317 -3.2336
O: 4.5819 -1.7679 -2.6926
C: 3.4454 -2.3015 -4.7552
O: 4.1889 -1.2519 -5.3038
B: 5.3006 -1.5933 -6.1858
C: 6.5111 -2.4512 -5.4892
S: 4.7146 -2.5259 -7.7990
C: 5.9357 -0.1121 -6.6811
C: 6.2636 0.7073 -5.5159
O: 5.5306 1.4174 -4.8739
F: 7.5720 0.6127 -5.1023
H: 3.0835 0.1030 -3.2442
H: 1.8924 -0.6940 -2.1947
H: 1.7486 -0.7230 -3.9484
H: 2.8648 -2.8846 -2.7205
H: 4.6992 -0.8207 -2.6985
H: 2.4317 -2.2649 -5.1653
H: 3.8377 -3.2956 -4.9625
H: 7.1300 -2.8709 -6.2815
H: 6.1566 -3.3126 -4.9249
H: 7.1405 -1.8715 -4.8156
H: 5.8530 -2.5362 -8.5001
H: 5.1117 0.4116 -7.1551
H: 6.7841 -0.2384 -7.3409
C: 0.0294 -0.0418 0.0032
O: 0.5677 -1.0109 -0.5107
N: 0.1501 1.2118 -0.5362
N: -0.7183 -0.1278 1.1418
H: -0.2747 2.0276 -0.1418
H: 0.6843 1.2973 -1.3836
H: -0.8463 -1.0334 1.5557
H: -1.1669 0.6591 1.5677
C: 7.0895 -5.5797 -8.6024
O: 6.3694 -5.3518 -7.6604
N: 6.9180 -4.9655 -9.8199
N: 8.1434 -6.4686 -8.5430
H: 7.5010 -5.1324 -10.6160
H: 6.1583 -4.3130 -9.8924
H: 8.2984 -6.9292 -7.6676
H: 8.7507 -6.6650 -9.3141
C: -3.2757 -1.8534 3.5048
O: -2.8337 -1.5574 2.4026
N: -2.5937 -2.6796 4.3605
N: -4.4681 -1.3895 3.9649
H: -2.9301 -2.9361 5.2674
H: -1.7110 -3.0371 4.0486
H: -4.9880 -0.7768 3.3693
H: -4.8439 -1.6133 4.8639
C: 1.1710 1.7762 -5.2507
O: 0.5896 0.9803 -4.5306
N: 2.4395 1.5577 -5.6955
N: 0.5887 2.9550 -5.6644
H: 2.9371 2.1987 -6.2817
H: 2.9055 0.7017 -5.4147
H: -0.3442 3.1384 -5.3518
H: 1.0482 3.6211 -6.2535
C: -6.6131 1.5224 5.5554
O: -6.0509 0.5675 5.0472
N: -6.5560 2.7812 5.0368
N: -7.3691 1.4041 6.6974
H: -7.0256 3.5730 5.4415
H: -6.0172 2.9081 4.2006
H: -7.4417 0.4948 7.1132
H: -7.8262 2.1810 7.1400
C: -10.4383 3.6467 5.8318
O: -9.5586 4.4687 6.0772
N: -10.1465 2.3316 5.6627
N: -11.7509 3.9954 5.7178
H: -10.8255 1.6215 5.4670
H: -9.1725 2.0891 5.7395
H: -11.9840 4.9622 5.8392
H: -12.4813 3.3402 5.5174
C: 3.0464 -0.5474 1.7907
O: 3.9350 -0.4214 2.6342
N: 1.7353 -0.7381 2.1395
N: 3.2861 -0.5106 0.4586
H: 0.9985 -0.8514 1.4665
H: 1.5096 -0.7660 3.1172
H: 4.2348 -0.3809 0.1606
H: 2.5684 -0.6176 -0.2404
C: -7.7337 7.9096 7.3967
O: -6.8843 8.7390 7.6688
N: -7.4524 6.5841 7.2238
N: -9.0560 8.2360 7.2381
H: -8.1537 5.9004 7.0020
H: -6.4970 6.3021 7.3283
H: -9.3076 9.1982 7.3552
H: -9.7647 7.5652 7.0111
C: 2.7105 -2.5751 5.8306
O: 1.7442 -1.8585 6.0534
N: 3.5195 -2.4061 4.7550
N: 3.0436 -3.6173 6.6652
H: 4.3081 -2.9901 4.5565
H: 3.3084 -1.6480 4.1204
H: 2.4633 -3.7657 7.4672
H: 3.8266 -4.2211 6.5093



No. 2
Density functional theory data (the ωB97M-V functional and the def2-TZVPD basis) for C7H23N7NaO12S2 as an isolated structure at a distorted geometry.

Output
net charge = -2
gap between HOMO and LUMO (alpha / beta) = 5.1 / 4.4 eV
energy = -2525.5182 Eh
multiplicity = 2
E_HOMO (alpha / beta) = -1.480 / -1.480 eV

Atoms and positions in Å:
Na: -1.2668 0.8343 0.9528
S: -1.7611 3.5330 2.7170
O: -2.2708 3.7083 1.3937
O: -0.6139 4.4532 2.9694
O: -2.8261 3.8798 3.6475
O: -1.3190 2.1375 2.8774
S: -3.2608 -0.1360 -0.9454
O: -4.1735 0.0154 -2.0090
O: -1.9810 -0.7368 -1.3773
O: -3.2189 1.1351 -0.1693
O: -4.0636 -1.1531 -0.3491
C: 2.8506 0.1196 -0.9874
C: 1.5486 -0.3449 -1.5104
C: 1.7437 -1.7868 -2.0603
O: 2.3150 -2.6980 -1.1325
C: 2.9030 -3.8822 -1.5922
N: 0.6068 -0.1053 -0.5142
H: 3.5752 0.0660 -1.8000
H: 3.1731 -0.3975 -0.0837
H: 2.8132 1.1771 -0.7258
H: 1.2351 0.2190 -2.3889
H: 2.3482 -1.7479 -2.9665
H: 0.8469 -2.2165 -2.5066
H: 3.5876 -4.2536 -0.8296
H: 3.7027 -3.5604 -2.2594
H: 2.2553 -4.6503 -2.0148
H: 0.7818 -0.7846 0.2125
H: -0.2607 -0.3939 -0.9434
C: -1.0972 -2.9885 0.8160
O: -0.9618 -1.8481 1.1639
N: -0.8959 -4.0572 1.5659
N: -1.6470 -3.1851 -0.3798
H: -0.5101 -4.8677 1.1030
H: -0.8163 -3.9493 2.5670
H: -1.9138 -4.0515 -0.8252
H: -1.5953 -2.3112 -0.8834
C: 1.7111 0.6407 2.6653
O: 2.7509 0.0247 2.8190
N: 0.5545 0.1878 3.0578
N: 1.5739 1.7629 2.1183
H: -0.2847 0.7447 2.9818
H: 0.5710 -0.8116 3.2028
H: 2.3757 2.1268 1.6234
H: 0.7629 2.2971 2.3959
C: -0.9966 3.3479 -1.9016
O: -0.6783 2.9047 -2.9565
N: -2.0081 4.1990 -1.7667
N: -0.5613 2.9636 -0.7665
H: -2.1165 4.6357 -0.8624
H: -2.6326 4.3196 -2.5513
H: 0.1272 2.2362 -0.8974
H: -0.9822 3.2485 0.1063



No. 3
Density functional theory data (the ωB97M-V functional and the def2-TZVPD basis) for one molecule with the formula C4H5F2N at a distorted geometry.

Output
net charge = 0
ΔE to the lowest compared entry with this formula, charge and spin = 1.763 eV
gap between HOMO and LUMO = 10.7 eV
energy = -409.8181 Eh
structure (SMILES) = [H]/N=C\CC=C(F)F
E_HOMO = -9.986 eV

Atoms and positions in Å:
C: 1.1669 -1.2729 0.1033
C: 1.0545 0.2475 0.2574
C: -0.3664 0.9102 0.1262
C: -1.6782 0.7784 -0.1262
N: 0.3176 -1.9681 -0.5572
F: -2.2420 -0.3839 -0.6044
F: -2.6765 1.5901 -0.1070
H: 2.1302 -1.6027 0.3900
H: 1.2659 0.5069 1.2959
H: 1.8489 0.6385 -0.3763
H: -0.2703 1.9597 0.2255
H: -0.5506 -1.4036 -0.6273



Question: Look up the energy of the second one.
Answer: -2525.5182 Eh



Question: Look up the energy of the third one.
Answer: -409.8181 Eh



Question: Among the records above, which one has the highest energy?
Answer: C4H5F2N